Entry 1:
Molecular formula: C24H29N4O2Pd
Method: DFT, wB97M-V/def2-TZVPD

For the HOMO-LUMO gap (spin up / spin down), the calculation gives 0.178 / 0.177 Eh. For the energy, the calculation gives -1428.9810 Ha. As for the HOMO energy (spin up / spin down): -10.05 / -10.04 eV.

```
! RIJCOSX wB97M-V def2-TZVPD def2/J DEFGRID3
* xyz 1 1
Pd 0.123 0.110 0.039
C 1.323 3.399 -1.373
C 2.743 2.934 -1.058
C 2.807 1.413 -0.919
N 2.024 0.897 0.193
C 2.504 0.938 1.434
C 3.779 1.469 1.736
C 4.376 1.767 2.944
C 3.899 1.652 4.244
C 2.696 1.086 4.616
C 1.735 0.463 3.829
C 1.658 0.276 2.446
N 0.743 -0.524 1.884
C -0.090 -1.439 2.622
C -0.498 -2.556 1.653
C -1.708 -2.227 0.773
N -1.700 -0.854 0.275
C -2.756 -0.098 0.263
C -4.026 -0.487 0.830
C -5.284 -0.048 0.545
C -5.700 0.916 -0.389
C -4.895 1.809 -1.078
C -3.533 2.001 -0.977
C -2.539 1.275 -0.262
N -1.328 1.745 -0.060
C -1.030 3.122 -0.454
C 0.406 3.531 -0.147
H 0.883 2.679 -2.069
H 1.341 4.351 -1.906
H 3.111 3.415 -0.149
H 3.422 3.222 -1.863
H 3.842 1.070 -0.837
H 2.420 0.953 -1.831
H 4.383 1.715 0.876
H 5.370 2.191 2.856
H 4.535 2.030 5.032
H 2.477 1.095 5.677
H 0.903 0.037 4.378
H -0.973 -0.932 3.045
H 0.470 -1.866 3.462
H -0.730 -3.475 2.195
H 0.372 -2.771 1.024
H -2.623 -2.436 1.323
H -1.707 -2.878 -0.108
H -3.973 -1.265 1.578
H -6.079 -0.543 1.090
H -6.766 0.992 -0.557
H -5.406 2.493 -1.743
H -3.153 2.839 -1.542
H -1.740 3.752 0.091
H -1.226 3.257 -1.523
H 0.765 2.921 0.683
H 0.417 4.562 0.211
C -0.496 0.517 -4.180
O -0.548 0.789 -2.751
C 0.056 -0.065 -1.944
O 0.628 -1.083 -2.242
H -0.153 1.431 -4.657
H -1.505 0.273 -4.504
H 0.183 -0.309 -4.375
*
```

***

Entry 2:
Molecular formula: C24H29N5O7S2
Method: DFT, wB97M-V/def2-TZVPD

For the HOMO-LUMO gap, the calculation gives 0.330 Eh. For the energy, the calculation gives -2528.7703 Ha. As for the HOMO energy: -9.09 eV.

```
! RIJCOSX wB97M-V def2-TZVPD def2/J DEFGRID3
* xyz 0 1
C -2.219 -5.501 -1.195
H -2.969 -4.705 -1.211
O -0.909 -4.991 -1.339
C -0.560 -4.574 -2.634
C -1.326 -3.343 -3.147
N -1.000 -2.135 -2.424
S -2.128 -1.499 -1.376
O -3.242 -2.401 -1.307
O -2.400 -0.129 -1.729
C -1.297 -1.479 0.215
C -1.482 -0.376 1.028
C -0.876 -0.331 2.270
C -0.094 -1.404 2.695
C 0.052 -2.522 1.879
C -0.541 -2.559 0.628
H -0.429 -3.417 -0.016
H 0.633 -3.360 2.234
C 0.482 -1.422 4.073
O 0.362 -2.371 4.816
N 1.091 -0.273 4.504
C 1.529 0.818 3.754
C 1.484 2.095 4.316
C 1.881 3.192 3.572
C 2.334 3.005 2.282
C 2.438 1.743 1.730
C 2.040 0.645 2.466
H 2.126 -0.347 2.055
H 2.825 1.648 0.731
S 2.735 4.427 1.290
O 3.394 4.033 0.086
O 3.334 5.447 2.096
N 1.192 5.039 0.940
C 0.315 4.324 0.180
N -0.732 4.967 -0.330
C -1.600 4.256 -1.038
C -1.415 2.887 -1.241
C -0.292 2.329 -0.662
N 0.576 3.028 0.053
H -0.072 1.274 -0.757
H -2.108 2.280 -1.798
C -2.770 4.985 -1.610
H -2.694 5.005 -2.696
H -3.694 4.475 -1.348
H -2.789 6.004 -1.234
H 1.044 6.034 0.995
H 1.846 4.190 3.978
H 1.123 2.222 5.325
H 1.261 -0.240 5.503
H -1.025 0.524 2.911
H -2.101 0.434 0.675
C -0.102 -1.185 -3.030
H -0.420 -0.941 -4.054
C 1.351 -1.683 -3.088
O 1.869 -2.121 -1.859
C 2.211 -1.094 -0.961
H 2.745 -1.577 -0.145
H 2.867 -0.355 -1.437
H 1.330 -0.582 -0.559
H 1.415 -2.549 -3.752
H 1.972 -0.875 -3.504
H -0.170 -0.274 -2.436
H -2.399 -3.512 -3.032
H -1.108 -3.206 -4.211
H -0.718 -5.397 -3.349
H 0.507 -4.348 -2.568
H -2.439 -6.235 -1.979
H -2.243 -5.993 -0.224
*
```

***

Entry 3:
Molecular formula: C24H30AsCuSb
Method: DFT, wB97M-V/def2-TZVPD

For the HOMO-LUMO gap, the calculation gives 0.331 Eh. For the energy, the calculation gives -5048.7748 Ha. As for the HOMO energy: -11.75 eV.

```
! RIJCOSX wB97M-V def2-TZVPD def2/J DEFGRID3
* xyz 1 1
Cu -0.056 -0.398 0.943
C 2.585 2.339 3.357
C 1.354 2.935 2.686
As 0.032 1.594 2.096
C -1.439 2.780 1.571
C -1.146 3.561 0.290
C -0.684 0.847 3.768
C 0.104 -0.390 4.202
H 3.272 3.126 3.661
H 3.111 1.675 2.670
H 2.308 1.771 4.244
H 1.654 3.518 1.810
H 0.819 3.606 3.370
H -1.642 3.464 2.403
H -2.328 2.157 1.428
H -0.273 4.204 0.414
H -1.996 4.189 0.029
H -0.956 2.885 -0.548
H -1.720 0.554 3.561
H -0.705 1.605 4.558
H 0.081 -1.147 3.408
H -0.321 -0.832 5.101
H 1.149 -0.148 4.396
C -1.235 -7.432 0.795
C -1.523 -6.859 -0.432
C -1.259 -5.517 -0.652
C -0.699 -4.753 0.359
C -0.425 -5.319 1.596
C -0.692 -6.661 1.810
Sb -0.175 -2.715 -0.008
C 1.945 -2.872 0.027
C 2.621 -4.059 0.241
C 4.006 -4.070 0.249
C 4.714 -2.902 0.027
C 4.038 -1.711 -0.187
C 2.655 -1.697 -0.173
C -0.441 -2.624 -2.115
C -1.350 -1.724 -2.651
C -1.527 -1.653 -4.023
C -0.795 -2.479 -4.858
C 0.118 -3.373 -4.321
C 0.297 -3.446 -2.951
H -1.437 -8.480 0.961
H -1.955 -7.455 -1.222
H -1.488 -5.070 -1.612
H 0.003 -4.721 2.392
H -0.476 -7.107 2.769
H 2.066 -4.974 0.408
H 4.532 -4.995 0.427
H 5.794 -2.915 0.024
H 4.588 -0.797 -0.357
H 2.115 -0.762 -0.328
H -1.926 -1.078 -1.995
H -2.233 -0.951 -4.441
H -0.932 -2.424 -5.928
H 0.692 -4.015 -4.971
H 1.010 -4.142 -2.524
*
```

***

Entry 4:
Molecular formula: C24H30AsN6O2PtS2
Method: DFT, wB97M-V/def2-TZVPD

For the HOMO-LUMO gap, the calculation gives 0.254 Eh. For the energy, the calculation gives -4562.1402 Ha. As for the HOMO energy: -16.35 eV.

```
! RIJCOSX wB97M-V def2-TZVPD def2/J DEFGRID3
* xyz 3 1
Pt 1.743 -0.406 -0.571
C 5.136 -2.177 1.505
C 4.368 -0.854 1.499
C 4.554 -0.078 0.238
N 3.602 0.358 -0.553
N 4.007 1.058 -1.658
C 5.310 1.094 -1.721
N 5.992 1.663 -2.720
S 6.106 0.339 -0.368
H 4.947 -2.706 2.437
H 6.211 -2.013 1.436
H 4.834 -2.815 0.674
H 4.701 -0.225 2.329
H 3.297 -1.020 1.638
H 5.488 2.121 -3.461
H 6.990 1.780 -2.685
S -2.326 -0.298 -0.377
C -3.814 -0.518 0.504
N -4.517 -1.622 0.577
C -5.719 -1.430 1.424
C -5.653 0.075 1.762
N -4.359 0.481 1.161
H -4.278 -2.481 0.111
H -5.650 -2.063 2.305
H -6.610 -1.690 0.859
H -5.635 0.264 2.832
H -6.461 0.643 1.308
H -3.953 1.403 1.262
C 2.282 3.110 0.207
As 0.951 1.764 -0.117
C -0.036 2.435 -1.629
C -0.179 1.798 1.478
C -1.100 2.988 1.499
C -0.820 4.088 2.301
C -1.681 5.178 2.327
C -2.830 5.183 1.550
C -3.116 4.096 0.734
C -2.253 3.010 0.712
H 1.749 4.041 0.405
H 2.910 3.214 -0.674
H 2.889 2.842 1.070
H -0.354 3.454 -1.414
H -0.904 1.819 -1.848
H 0.634 2.430 -2.488
H 0.504 1.797 2.329
H -0.718 0.855 1.515
H 0.062 4.087 2.930
H -1.456 6.024 2.963
H -3.496 6.035 1.571
H -3.996 4.111 0.103
H -2.445 2.198 0.011
O -2.200 -1.889 -0.919
C -1.002 -2.409 -1.110
N 0.151 -1.831 -0.912
C 1.132 -2.837 -1.249
O 2.296 -2.508 -1.113
C 0.471 -4.057 -1.693
C 0.953 -5.269 -2.130
C 0.001 -6.230 -2.493
C -1.358 -5.963 -2.413
C -1.838 -4.726 -1.966
C -0.897 -3.789 -1.608
H 2.013 -5.474 -2.197
H 0.332 -7.197 -2.845
H -2.064 -6.728 -2.708
H -2.901 -4.534 -1.923
*
```